Below is a structure of composition C31H54ClPRu at a distorted geometry, with properties calculated with wB97M-V/def2-TZVPD.

Last column: Löwdin charge in e.
Cartesian coordinates (Å):
Ru 0.025232 -1.329721 0.806162  0.855
Cl 1.229207 -3.206211 -0.159720  -0.117
P 0.679045 0.018499 -0.947263  0.961
C -1.516237 -3.122789 1.587209  -0.146
H -2.499359 -2.666800 1.422432  0.021
H -1.272032 -4.061134 1.079344  0.024
C 0.647250 1.849451 -0.566087  -0.404
C -0.434929 -0.342995 -2.392707  -0.425
C -0.780038 2.362197 -0.351667  -0.215
H 1.168746 1.907198 0.405561  0.096
C -0.771928 3.802358 0.172476  -0.195
H -1.337687 2.319770 -1.299582  0.098
H -1.316256 1.705329 0.349338  0.056
C 0.086057 4.746617 -0.678517  -0.212
H -1.803167 4.172637 0.215638  0.105
H -0.388956 3.795153 1.202587  0.115
C 1.469100 4.177761 -1.013647  -0.202
H -0.444038 4.970392 -1.613624  0.107
H 0.207097 5.701102 -0.154906  0.099
C 1.402784 2.746749 -1.553903  -0.212
H 1.973442 4.816909 -1.747841  0.103
H 2.088090 4.178840 -0.106127  0.113
H 0.888179 2.740296 -2.525843  0.101
H 2.419955 2.376198 -1.732680  0.080
C 2.422813 -0.420554 -1.496496  -0.454
C -0.468351 0.714681 -3.501808  -0.222
H 0.013601 -1.270007 -2.796235  0.117
C -1.213689 0.150691 -4.715153  -0.204
H -0.982540 1.616673 -3.138353  0.100
H 0.541109 1.023597 -3.805766  0.086
C -2.624935 -0.343723 -4.369038  -0.211
H -1.265371 0.917702 -5.496789  0.103
H -0.630146 -0.686012 -5.123264  0.111
C -2.680118 -1.227538 -3.117960  -0.198
H -3.279382 0.525499 -4.222008  0.107
H -3.029511 -0.898971 -5.222682  0.099
C -1.862502 -0.671545 -1.944991  -0.234
H -3.719814 -1.360873 -2.798861  0.105
H -2.288475 -2.224323 -3.360547  0.113
H -2.338534 0.239880 -1.552615  0.107
H -1.851825 -1.393037 -1.112587  0.070
C 3.477149 0.102642 -0.515264  -0.208
H 2.400600 -1.521284 -1.390130  0.008
C 4.868707 -0.446568 -0.864652  -0.197
H 3.505086 1.202519 -0.536966  0.100
H 3.211268 -0.183642 0.513531  0.095
C 5.248890 -0.235792 -2.335826  -0.212
H 5.617454 0.025914 -0.218481  0.103
H 4.881488 -1.522327 -0.641359  0.116
C 4.151688 -0.676471 -3.311342  -0.204
H 5.473686 0.826084 -2.504042  0.107
H 6.168856 -0.788892 -2.557656  0.100
C 2.770087 -0.116150 -2.956390  -0.216
H 4.411675 -0.374075 -4.332497  0.102
H 4.087859 -1.773274 -3.307568  0.115
H 2.756777 0.970030 -3.132640  0.096
H 2.022722 -0.559502 -3.629318  0.099
C 1.012358 -0.468672 2.133352  -0.358
C -0.652118 -2.665148 2.661775  -0.321
H 1.368981 0.540448 1.819619  0.009
C 0.326413 -3.658186 3.217262  -0.258
H -1.026374 -1.869354 3.317670  0.067
C 1.241205 -3.113050 4.317392  -0.232
H -0.222704 -4.529360 3.612676  0.106
H 0.917997 -4.031115 2.370525  0.055
C 2.170146 -2.016146 3.801143  -0.221
H 0.629394 -2.727636 5.143765  0.104
H 1.842741 -3.938675 4.716961  0.096
C 1.418172 -0.689836 3.551786  -0.311
H 2.956738 -1.834740 4.545076  0.092
H 2.672754 -2.347982 2.882648  0.103
H 0.514580 -0.598711 4.172104  0.088
H 2.079022 0.145889 3.839877  0.088
C -3.988899 1.480568 3.175088  -0.073
C -3.747275 0.037546 2.732380  -0.649
C -3.539176 -0.831782 3.978291  -0.062
C -4.963891 -0.478177 1.959026  -0.065
C -2.567685 0.006540 1.861500  -0.116
C -1.523579 -0.246415 1.239817  -0.256
H -4.878216 1.532780 3.814067  0.075
H -4.144248 2.128963 2.306868  0.079
H -3.129254 1.852638 3.742985  0.084
H -4.436050 -0.796391 4.609637  0.077
H -3.354131 -1.875618 3.700203  0.074
H -2.689349 -0.466727 4.567152  0.084
H -5.143084 0.138827 1.072025  0.081
H -4.805288 -1.514711 1.638996  0.079
H -5.855058 -0.444919 2.597454  0.075

Cartesian forces, eV/Å:
-0.800 -4.025 -0.172
0.529 -1.116 -0.529
1.108 0.835 -1.468
0.739 0.382 1.943
0.565 -0.166 -0.062
-0.112 0.350 0.190
0.174 -0.366 -0.345
0.487 0.379 -0.022
-0.214 0.084 0.072
-0.097 -0.029 -0.175
0.153 -0.119 -0.001
0.146 0.092 0.129
0.225 0.318 -0.255
-0.058 0.037 -0.088
0.130 0.022 0.067
-0.041 -0.019 -0.099
-0.008 -0.064 0.035
0.030 -0.071 0.018
-0.044 0.001 -0.077
-0.051 0.141 -0.018
-0.034 0.044 0.125
-0.034 -0.007 -0.064
0.105 0.072 0.213
-0.288 0.147 0.073
-0.524 0.005 -0.391
-0.088 -0.188 -0.283
-0.091 0.153 0.071
-0.024 -0.002 -0.001
0.074 -0.213 -0.093
-0.286 -0.104 0.094
-0.055 0.140 0.006
-0.051 -0.130 -0.034
-0.018 0.074 0.038
0.265 -0.032 0.063
0.073 -0.022 0.027
-0.047 0.099 0.034
-0.230 -0.032 -0.123
0.077 -0.039 -0.093
-0.032 0.062 0.001
0.078 -0.193 -0.011
-0.027 0.226 -0.300
0.071 0.105 -0.009
-0.022 0.394 0.001
-0.169 -0.134 -0.033
0.060 -0.149 0.001
-0.025 0.004 -0.255
-0.069 0.116 -0.005
-0.027 -0.099 -0.050
-0.029 0.122 -0.024
-0.063 -0.130 0.039
-0.060 -0.029 0.024
-0.028 0.106 0.016
0.278 0.160 0.001
0.067 -0.079 0.062
0.013 0.100 0.021
0.059 -0.216 -0.056
0.163 0.085 0.160
3.239 3.056 2.484
-2.422 -0.994 -2.047
-0.655 -0.268 0.242
0.406 -0.169 0.108
0.176 -0.383 -0.314
0.175 -0.274 -0.429
0.009 0.217 -0.052
0.068 -0.036 0.234
-0.246 0.118 0.633
0.091 0.001 -0.030
-0.088 -0.003 0.010
0.794 0.162 -0.534
-0.037 -0.058 0.001
-0.181 0.109 0.094
0.104 -0.246 0.361
-0.177 -0.177 0.135
-0.187 0.213 0.150
-0.017 0.248 -0.051
0.066 -0.157 0.099
-0.203 -0.065 -0.038
0.927 -0.548 -0.161
-3.726 2.005 0.813
0.028 0.061 -0.016
0.044 -0.040 0.104
-0.113 -0.026 -0.121
0.056 0.012 -0.036
0.022 0.187 0.053
-0.101 -0.097 -0.120
0.022 -0.113 0.091
-0.010 0.189 0.021
0.012 -0.009 -0.069

energy above the lowest of the compared OMol25 structures with the same formula, charge and spin	0.0	kJ/mol
LUMO level (alpha / beta)	0.1014 / 0.0988	Ha
HOMO energy (alpha / beta)	-1.0 / -4.2	eV
total charge	-1
orbital gap (alpha / beta)	3.762 / 6.921	eV
<S²>	8.78
electronic energy	-2109.8483	hartree
2S+1	6